Entry 1:
The following is a quantum chemistry calculation of C45H43Cl4CsN11O2 as an isolated structure, from the OMol25 dataset.

* total energy: -4354.41653 a.u.
* lowest unoccupied orbital energy: 1.84 eV
* total charge: -1

Each line ends with the Löwdin charge.
Cartesian coordinates (Å):
Cs 0.86753 -2.65896 0.48037  0.90
C 6.21761 -3.83335 -0.94732  -0.13
C 6.21103 -2.83825 0.02352  -0.13
C 5.24910 -2.82998 1.01933  -0.05
C 4.26983 -3.83189 1.08847  -0.35
C 4.28185 -4.82269 0.09581  -0.05
C 5.24118 -4.81904 -0.90517  -0.10
N 3.26473 -3.71651 2.03913  -0.01
C 2.95430 -4.70612 2.84853  -0.27
C 3.73506 -5.91468 2.99629  -0.03
C 3.41832 -6.87932 3.90017  -0.11
C 2.28931 -6.76574 4.75224  -0.13
C 1.52102 -5.64316 4.66233  -0.05
C 1.81124 -4.61314 3.73484  -0.23
N 1.03408 -3.49066 3.63698  0.01
N 0.14445 -3.31078 4.52775  0.04
C -0.66169 -2.18414 4.30144  -0.35
C -1.21361 -1.56287 5.42684  -0.03
C -2.00238 -0.44438 5.25251  -0.09
C -2.24615 0.01561 3.96427  -0.08
C -1.69144 -0.69345 2.91287  -0.15
N -0.92286 -1.76949 3.06198  0.08
H 6.95982 -3.82947 -1.73558  0.09
H 6.95466 -2.04985 -0.00300  0.09
H 5.22519 -2.04355 1.76296  0.10
H 3.51047 -5.58408 0.10543  0.12
H 5.21353 -5.58631 -1.66975  0.10
H 4.61677 -6.02916 2.38041  0.10
H 4.05249 -7.75658 3.97114  0.09
H 2.04789 -7.55395 5.45276  0.08
H 0.65151 -5.51168 5.29134  0.09
H -0.99287 -1.96936 6.40411  0.10
H -2.41974 0.07234 6.10815  0.10
H -2.84661 0.89508 3.77709  0.10
H -1.89664 -0.40358 1.88718  0.08
N 2.10609 -0.48871 3.39367  0.16
C 1.42815 0.65185 3.70317  -0.26
C 1.19123 1.08238 4.99300  -0.04
C 0.49515 2.27520 5.24251  -0.10
C 0.03620 3.06803 4.22474  -0.07
C 0.27566 2.67306 2.88841  -0.16
C -0.13826 3.43244 1.77128  -0.01
C 0.14714 2.99577 0.50894  -0.06
C 0.82627 1.76773 0.35512  -0.17
N 1.20127 1.02183 1.36062  0.13
C 0.96462 1.46822 2.62016  -0.17
H 2.08207 -1.25299 4.04854  0.08
H 1.98831 -0.76711 2.43138  0.01
H 1.53580 0.47746 5.82243  0.11
H 0.32158 2.56865 6.27075  0.10
H -0.49793 3.98891 4.42086  0.10
H -0.67342 4.36128 1.93430  0.11
H -0.13693 3.56787 -0.36477  0.10
H 1.05454 1.39002 -0.63627  0.08
Cl 3.44074 1.55728 -2.57204  0.60
C 4.01194 0.02887 -1.84354  -1.57
Cl 5.45304 -0.52016 -2.72411  0.62
Cl 2.73522 -1.20387 -1.93518  0.60
C 4.38021 0.31363 -0.46183  -0.40
N 4.69304 0.56253 0.61231  0.22
C -1.21756 1.93847 -6.01105  -0.05
C -1.33993 1.50490 -4.54302  -0.50
C -0.93656 0.02519 -4.48224  -0.04
C -0.34045 2.30116 -3.70300  -0.04
C -2.80623 1.76080 -4.05145  -0.43
O -3.72127 0.89347 -4.70630  -0.01
C -3.24891 3.17610 -4.47045  -0.12
C -4.51865 3.73313 -3.81373  -0.13
C -4.29210 4.41159 -2.48028  -0.24
C -3.29127 5.36812 -2.32351  -0.04
C -3.05708 5.97830 -1.10079  -0.10
C -3.83796 5.63076 -0.01185  -0.68
Cl -3.53688 6.37500 1.53159  0.65
C -4.85152 4.69731 -0.13757  -0.10
C -5.07083 4.10030 -1.37020  -0.04
C -3.01180 1.61603 -2.52870  -0.04
N -2.67801 0.31958 -1.97505  -0.10
C -1.86326 -0.00214 -0.96229  -0.15
N -1.81767 -1.30995 -0.80609  0.07
C -2.60496 -1.75817 -1.81497  -0.19
N -3.17434 -0.80766 -2.52380  0.11
H -0.24768 1.61981 -6.39561  0.09
H -1.28144 3.02043 -6.13598  0.08
H -1.99278 1.46694 -6.61586  0.09
H 0.04656 -0.08957 -4.94385  0.10
H -1.62384 -0.61839 -5.02836  0.09
H -0.84275 -0.36492 -3.47085  0.06
H 0.65307 2.20122 -4.13774  0.08
H -0.28770 1.91222 -2.68706  0.06
H -0.57609 3.36707 -3.65298  0.08
H -3.67587 0.02357 -4.27388  0.07
H -3.41602 3.11909 -5.54547  0.12
H -2.42895 3.87653 -4.31718  0.09
H -5.25864 2.93655 -3.71077  0.12
H -4.95953 4.46500 -4.49629  0.12
H -2.67547 5.64748 -3.16937  0.11
H -2.27396 6.71538 -0.98932  0.10
H -5.45351 4.43487 0.72107  0.11
H -5.85602 3.35907 -1.46395  0.12
H -4.07392 1.76845 -2.34516  0.12
H -2.46009 2.36728 -1.96384  0.14
H -1.36207 0.73853 -0.35904  0.11
H -2.76291 -2.80086 -2.02718  0.12
O -0.64268 -3.09610 -4.07757  -0.04
C 0.09616 -3.16115 -3.12580  -0.66
N 0.80266 -3.21787 -2.17312  -0.24



Entry 2:
The following is a quantum chemistry calculation of C6H16CdIO2 as an isolated structure, from the OMol25 dataset.

* multiplicity: 2
* total energy: -854.08729 a.u.
* lowest unoccupied orbital energy (spin up / spin down): -0.21 / -2.99 eV

Each line ends with the Mulliken spin population.
Cartesian coordinates (Å):
Cd -3.41515 -1.92749 3.74022  0.69
I -1.96427 -1.04456 1.48338  0.29
C 1.42861 1.05780 2.67269  0.00
C 2.11816 -0.01034 1.83288  0.00
C 2.03075 -1.42103 2.43496  0.00
O 1.46091 -0.15062 0.61411  0.00
H 0.35123 0.89917 2.71927  0.00
H 1.59198 2.06848 2.29862  0.00
H 1.83403 0.97188 3.68082  0.00
H 3.14114 0.32952 1.67133  0.00
H 1.01045 -1.80215 2.47771  0.00
H 2.34697 -1.47531 3.47668  0.00
H 2.61288 -2.10840 1.82115  0.00
H 0.54979 -0.36218 0.83023  0.00
C -0.60932 0.01845 -3.81312  0.00
C -1.01261 0.16012 -2.35845  0.00
C -1.85917 1.40557 -2.04599  0.00
O -1.79229 -0.96512 -2.08934  0.00
H 0.09901 -0.80001 -3.94151  0.00
H -0.16448 0.90668 -4.26176  0.00
H -1.48717 -0.14224 -4.43896  0.00
H -0.14369 0.19031 -1.70105  0.00
H -2.78157 1.44584 -2.62536  0.00
H -1.31291 2.30104 -2.34235  0.00
H -2.07776 1.53411 -0.98589  0.00
H -1.95553 -1.07953 -1.15027  0.00



Entry 3:
The following is a quantum chemistry calculation of C41H44Cl2F10HfN11O2Se2 as an isolated structure, from the OMol25 dataset.

* total energy: -9111.31959 a.u.
* lowest unoccupied orbital energy: -2.58 eV
* total charge: +1

Each line ends with the Löwdin charge.
Cartesian coordinates (Å):
Hf 0.03110 -0.19641 0.51638  1.92
C 1.26760 -3.51286 1.65389  -0.07
N 0.02863 -2.75357 1.38139  -0.21
C -0.79051 -2.71403 2.61580  -0.15
C -1.75379 -1.54259 2.66458  -0.19
N -1.03220 -0.30113 2.36835  -0.14
C -1.09110 0.70227 3.32327  -0.18
C -0.00445 1.56045 3.44110  -0.16
F 1.02888 1.29785 2.62046  0.03
C 0.04681 2.64591 4.28329  -0.14
F 1.12428 3.43466 4.31532  0.13
C -1.04432 2.91900 5.08977  -0.14
F -1.03388 3.97054 5.90692  0.13
C -2.15650 2.09992 5.00770  -0.13
F -3.22744 2.36987 5.74938  0.14
C -2.18603 1.02681 4.13099  -0.13
F -3.33334 0.33918 4.04349  0.11
C -0.63718 -3.52585 0.32951  -0.21
C -1.82462 -2.81895 -0.24001  -0.22
N -1.58383 -1.37782 -0.43944  -0.14
C -2.78837 -0.94508 -1.05550  -0.20
C -3.86406 -0.40402 -0.34828  -0.15
F -3.76789 -0.19911 0.96943  0.11
C -5.06531 -0.06043 -0.94088  -0.14
F -6.04100 0.47863 -0.20690  0.13
C -5.25624 -0.26900 -2.29478  -0.14
F -6.39735 0.08175 -2.88036  0.14
C -4.23544 -0.84150 -3.02674  -0.14
F -4.38705 -1.05263 -4.33517  0.13
C -3.04611 -1.17887 -2.40375  -0.16
F -2.10195 -1.74717 -3.17385  0.08
H 1.02933 -4.57584 1.76714  0.11
H 1.74040 -3.17948 2.56745  0.07
H 1.95946 -3.39759 0.82103  0.07
H -0.10357 -2.61316 3.45285  0.12
H -1.33907 -3.65765 2.72992  0.14
H -2.15951 -1.52098 3.67406  0.13
H -2.59266 -1.67333 1.98711  0.08
H -0.95397 -4.50188 0.71891  0.14
H 0.10292 -3.72282 -0.44004  0.09
H -2.69485 -2.96156 0.41098  0.12
H -2.08087 -3.31074 -1.18697  0.13
C -0.28820 0.39949 -3.32679  -0.04
N -1.42916 1.24109 -3.09063  -0.08
C -2.13189 1.74997 -4.25195  -0.09
C -3.17091 2.68150 -3.64503  -0.10
N -2.89973 2.62289 -2.21011  -0.05
C -3.75356 3.46310 -1.38059  -0.02
C -1.86691 1.77339 -1.91654  -0.34
N -1.35473 1.46528 -0.74467  -0.01
C -1.87109 2.16354 0.43970  -0.24
C -1.12996 3.44101 0.78138  -0.23
N 0.26362 3.14146 1.00100  0.07
C 1.09446 4.07742 1.31051  -0.36
N 0.86562 5.42329 1.56174  -0.07
C -0.34882 5.97852 2.14031  -0.04
C 2.08684 6.05013 2.07444  -0.12
C 3.18807 5.05943 1.72085  -0.11
N 2.44385 3.87027 1.36570  -0.08
C 3.14105 2.61495 1.28180  -0.05
H 0.55854 0.96728 -3.72263  0.10
H -0.56077 -0.36619 -4.05460  0.10
H 0.01386 -0.08818 -2.41297  0.02
H -2.58248 0.92848 -4.81411  0.12
H -1.44031 2.27248 -4.91808  0.13
H -4.19266 2.35128 -3.84709  0.13
H -3.07090 3.70714 -4.00391  0.13
H -4.38818 4.02893 -2.05985  0.10
H -3.18688 4.18097 -0.78972  0.08
H -4.41437 2.89415 -0.73091  0.09
H -1.78898 1.45766 1.26306  0.06
H -2.92968 2.38921 0.38763  0.09
H -1.64786 3.86807 1.64762  0.11
H -1.24791 4.14854 -0.05663  0.11
H -1.20226 5.89981 1.47477  0.07
H -0.16793 7.03896 2.30559  0.10
H -0.59444 5.52685 3.10809  0.09
H 2.01055 6.19067 3.15754  0.13
H 2.23122 7.02598 1.61206  0.12
H 3.85457 4.85910 2.56273  0.13
H 3.79979 5.40029 0.87960  0.12
H 4.00369 2.71814 0.61612  0.10
H 2.48203 1.85137 0.88644  0.03
H 3.50056 2.30053 2.26762  0.10
Se 5.92445 -0.53132 -1.89235  0.25
Se 3.99908 -0.32811 -0.77622  0.76
C 3.04277 1.18314 -1.57647  -0.49
C 3.79374 2.00262 -2.39537  -0.11
C 3.24254 3.19988 -2.82184  -0.03
C 1.96284 3.50571 -2.40156  -0.03
C 1.28494 2.59914 -1.60591  -0.16
N 1.79094 1.43372 -1.17880  0.02
C 2.83369 -1.71983 -1.52985  -0.46
C 3.47329 -2.78548 -2.13017  -0.11
C 2.70412 -3.72028 -2.80525  -0.02
C 1.33935 -3.51345 -2.88204  -0.02
C 0.79353 -2.43603 -2.20787  -0.17
N 1.51034 -1.55712 -1.49302  0.02
H 4.79319 1.69735 -2.67736  0.03
H 3.80680 3.87006 -3.45686  0.12
H 1.47697 4.43222 -2.67516  0.12
H 0.27883 2.81089 -1.29577  0.07
H 4.55298 -2.84290 -2.10748  0.05
H 3.17122 -4.57127 -3.28282  0.12
H 0.69143 -4.18009 -3.43396  0.12
H -0.27121 -2.26143 -2.21970  0.07
Cl 4.51752 -1.02845 4.14673  0.67
C 3.96635 -1.01064 2.48162  -1.01
Cl 4.54860 -2.45523 1.61216  0.65
C 2.42999 -0.92054 2.38784  -0.73
O 1.74952 -1.06610 3.36756  0.05
O 1.99568 -0.66884 1.16774  -0.32
H 4.41925 -0.15130 1.99565  0.03



Entry 4:
The following is a quantum chemistry calculation of CH8N4O as an isolated structure, from the OMol25 dataset.

* total energy: -336.98668 a.u.
* lowest unoccupied orbital energy: -0.07 eV

Each line ends with the Löwdin charge.
Cartesian coordinates (Å):
C -1.43636 0.24980 -0.87863  -0.28
O -1.67698 0.49212 0.36038  -0.19
H -0.27842 0.94953 1.02444  0.07
H -1.81403 0.95441 -1.63990  0.09
H -1.44405 -0.80164 -1.22224  0.09
H -0.10930 0.43465 -1.04947  0.09
N 1.38386 -0.77801 -0.05986  -0.14
N 0.68809 -1.52508 0.91475  0.03
N 1.04834 0.51288 -0.38483  -0.13
N 0.70595 1.22646 0.70228  0.02
H 1.53676 -1.30999 -0.90484  0.12
H 1.03851 -1.25666 1.82719  0.08
H -0.31578 -1.35031 0.88738  0.06
H 0.67341 2.20184 0.42335  0.10



Entry 5:
The following is a quantum chemistry calculation of an isolated ion of composition C5H12IN2 and charge +1, from the OMol25 dataset.

* total energy: -604.54408 a.u.
* lowest unoccupied orbital energy: -3.76 eV
* total charge: +1

Each line ends with the Löwdin charge.
Cartesian coordinates (Å):
C 0.48914 -0.47164 -1.00802  -0.32
C -0.14696 0.95019 -0.93095  -0.17
C -0.25241 1.21778 1.36546  0.13
C 1.26901 -0.71138 0.22786  -0.70
C -2.37624 1.03639 0.14960  0.05
N -0.88505 1.05692 0.27221  -0.17
N 1.48959 -2.27043 0.32316  0.05
I 3.29951 0.20790 0.04640  0.71
H -0.30221 -1.19416 -1.02830  0.09
H 0.97063 -0.58639 -2.09959  0.16
H 0.62136 1.64577 -0.89966  0.09
H -0.68873 1.25028 -1.75479  0.11
H -0.77369 1.28817 2.39746  0.16
H 0.84365 1.36387 1.51021  0.08
H -2.82200 1.95703 0.60143  0.13
H -2.64990 0.86203 -0.89534  0.11
H -2.75475 0.32843 0.75581  0.05
H 1.97086 -2.55452 1.17091  0.13
H 2.14227 -2.72659 -0.43778  0.18
H 0.55591 -2.64964 0.23391  0.13



Entry 6:
The following is a quantum chemistry calculation of an isolated molecule of C19H21N3O2S, from the OMol25 dataset.

* total energy: -1449.58755 a.u.
* lowest unoccupied orbital energy: 0.51 eV

Each line ends with the Löwdin charge.
Cartesian coordinates (Å):
C -1.76934 -0.35083 2.87287  -0.01
C -2.57099 -0.70294 1.66477  -0.30
C -3.04868 -1.95188 1.40817  0.05
C -3.83077 -2.22275 0.23258  -0.47
O -4.32140 -3.27527 -0.11234  0.05
N -4.00079 -1.08107 -0.58026  0.14
C -3.46974 0.11648 -0.25776  -0.63
S -3.66241 1.42527 -1.39963  0.99
C -2.70529 2.71365 -0.55494  -0.37
C -1.34653 2.28633 0.02238  -0.51
O -1.03184 2.75377 1.10328  0.03
C -0.59372 1.37969 -0.79307  -0.02
C 0.63001 0.82253 -0.57203  -0.14
N 1.62103 1.22357 0.26199  -0.01
C 1.72530 2.51149 0.89345  -0.01
C 2.66772 0.30986 0.25989  -0.15
C 3.83400 0.31842 1.00489  -0.01
C 4.73708 -0.71615 0.80482  -0.09
C 4.48411 -1.72565 -0.10838  -0.09
C 3.30722 -1.73153 -0.84835  -0.02
C 2.40236 -0.71425 -0.65329  -0.12
C 1.06497 -0.45080 -1.29078  -0.41
C 1.20806 -0.22830 -2.79986  0.00
C 0.08229 -1.59076 -1.00324  0.00
N -2.79280 0.33427 0.81597  0.10
H -1.22045 0.56672 2.67819  0.07
H -1.08756 -1.15501 3.13748  0.08
H -2.43691 -0.17600 3.71582  0.09
H -2.86257 -2.77716 2.07561  0.12
H -4.53885 -1.19884 -1.43102  0.15
H -3.31414 3.11417 0.25554  0.09
H -2.55260 3.48698 -1.31062  0.09
H -1.13933 0.96296 -1.62716  0.07
H 2.77871 2.76747 1.00124  0.09
H 1.24268 2.52392 1.87102  0.10
H 1.24171 3.26065 0.26913  0.10
H 4.04244 1.09102 1.72824  0.10
H 5.65349 -0.73147 1.37560  0.10
H 5.20444 -2.51773 -0.24385  0.10
H 3.11013 -2.52160 -1.55707  0.12
H 0.24797 0.02381 -3.24269  0.08
H 1.58178 -1.13294 -3.27281  0.09
H 1.90722 0.58111 -2.99892  0.10
H -0.04027 -1.72384 0.06948  0.09
H 0.45416 -2.51951 -1.42833  0.09
H -0.89191 -1.37788 -1.43599  0.08



Across the entries above, max |F| takes the values 0.92; 1.94; 1.48; 0.79; 3.68; 0.92 eV/A, respectively.